# 1
Below is a gas-phase ion, C7H16NS (charge +1) at a distorted geometry, with properties calculated with wB97M-V/def2-TZVPD.

The calculation puts the relative energy (zero: lowest compared OMol25 entry of this formula, charge and spin) at 3.341 eV. As for the total charge: +1. Its strongest force on any atom is 0.1002 Eh/bohr. As for the SMILES: CC[NH2+][C@@H]1[C@@H](S)C1(C)C. The calculation puts the highest occupied orbital energy at -12.71 eV.

Last column: natural (NBO) charge in e.
Atoms and positions in Å:
C (-0.69, -0.46, 0.34)  -0.0463
C (-2.09, -0.50, -0.61)  -0.3429
C (-1.40, 0.73, -0.17)  -0.1011
C (-2.04, 1.54, 0.97)  -0.5944
C (-0.54, 1.41, -1.13)  -0.6025
C (3.00, -1.35, -0.13)  -0.6625
C (1.75, -0.95, 0.58)  -0.2505
N (0.60, -1.09, -0.24)  -0.5465
S (-3.57, -1.28, 0.11)  0.0333
H (-0.94, -0.81, 1.33)  0.2514
H (-2.12, -0.64, -1.67)  0.2428
H (-3.06, 1.79, 0.72)  0.2319
H (-1.46, 2.45, 1.04)  0.2233
H (-2.00, 1.14, 1.93)  0.2303
H (-0.91, 2.39, -1.44)  0.2704
H (-0.25, 0.66, -1.88)  0.1797
H (0.43, 1.79, -0.68)  0.2252
H (2.91, -2.03, -0.91)  0.2267
H (3.49, -0.55, -0.61)  0.2346
H (3.83, -1.74, 0.43)  0.2616
H (1.85, 0.18, 0.81)  0.2296
H (1.67, -1.40, 1.61)  0.2535
H (0.35, -2.13, -0.45)  0.4596
H (0.65, -0.49, -1.21)  0.4667
H (-4.46, -0.40, 0.10)  0.1260


# 2
Below is C20H32N4O2 in the gas phase, with properties calculated with wB97M-V/def2-TZVPD.

The calculation puts the relative energy (zero: lowest compared OMol25 entry of this formula, charge and spin) at 0.068 eV. Its strongest force on any atom is 0.0154 Eh/bohr. As for the SMILES: Cc1n[nH]c(C)c1CN(C)C(=O)[C@@H]1CCC(=O)N(CC2CCCCC2)C1. The calculation puts the highest occupied orbital energy at -8.83 eV.

Last column: natural (NBO) charge in e.
Atoms and positions in Å:
C (-1.76, -0.37, -2.84)  -0.6693
C (-2.12, -1.22, -1.67)  0.1669
N (-1.72, -2.47, -1.58)  -0.2832
N (-2.27, -2.95, -0.46)  -0.3365
C (-3.02, -2.03, 0.19)  0.1555
C (-2.95, -0.88, -0.57)  -0.1767
C (-3.53, 0.47, -0.28)  -0.2336
N (-2.63, 1.27, 0.56)  -0.4394
C (-1.84, 2.19, -0.05)  0.6998
O (-1.97, 2.45, -1.23)  -0.6422
C (-0.75, 2.85, 0.79)  -0.3125
C (0.37, 1.81, 1.03)  -0.1996
N (1.14, 1.59, -0.16)  -0.4557
C (1.69, 2.66, -0.80)  0.6933
O (2.36, 2.56, -1.80)  -0.6262
C (1.35, 3.97, -0.12)  -0.4976
C (-0.16, 4.07, 0.06)  -0.4052
H (-0.41, 4.99, 0.60)  0.2116
H (-0.62, 4.13, -0.93)  0.2511
H (1.72, 4.78, -0.75)  0.2419
H (1.86, 4.02, 0.85)  0.2107
C (1.16, 0.28, -0.77)  -0.2126
H (0.13, -0.08, -0.88)  0.2000
C (1.98, -0.74, 0.02)  -0.2238
C (1.90, -2.10, -0.68)  -0.3962
C (2.71, -3.15, 0.09)  -0.3935
C (4.16, -2.71, 0.22)  -0.3960
C (4.25, -1.35, 0.91)  -0.3922
C (3.44, -0.31, 0.15)  -0.4019
H (3.86, -0.18, -0.85)  0.2067
H (3.50, 0.65, 0.66)  0.2064
H (5.30, -1.04, 0.97)  0.2068
H (3.87, -1.44, 1.93)  0.1876
H (4.73, -3.45, 0.78)  0.2035
H (4.61, -2.64, -0.78)  0.1945
H (2.65, -4.11, -0.42)  0.2058
H (2.28, -3.28, 1.09)  0.1868
H (2.31, -2.01, -1.68)  0.1970
H (0.86, -2.42, -0.77)  0.2200
H (1.56, -0.84, 1.03)  0.1814
H (1.59, 0.41, -1.76)  0.2425
H (1.02, 2.16, 1.84)  0.1983
H (-0.05, 0.85, 1.34)  0.2145
H (-1.16, 3.16, 1.76)  0.2182
C (-2.61, 0.89, 1.95)  -0.4084
H (-3.64, 0.79, 2.30)  0.2017
H (-2.11, -0.07, 2.09)  0.1944
H (-2.11, 1.63, 2.56)  0.2132
H (-4.49, 0.37, 0.24)  0.1971
H (-3.67, 1.02, -1.21)  0.2559
C (-3.76, -2.37, 1.43)  -0.6488
H (-4.28, -3.32, 1.31)  0.2264
H (-3.09, -2.47, 2.28)  0.2221
H (-4.50, -1.61, 1.65)  0.2264
H (-2.11, -3.91, -0.20)  0.4043
H (-1.61, 0.67, -2.55)  0.2534
H (-0.86, -0.75, -3.31)  0.2330
H (-2.57, -0.40, -3.57)  0.2227


# 3
Below is C4H12N2O in the gas phase at a distorted geometry, with properties calculated with wB97M-V/def2-TZVPD.

The calculation puts the relative energy (zero: lowest compared OMol25 entry of this formula, charge and spin) at 2.862 eV. Its strongest force on any atom is 0.1131 Eh/bohr. As for the SMILES: CC(C)N[C@@H](N)O. The calculation puts the highest occupied orbital energy at -8.80 eV.

Last column: natural (NBO) charge in e.
Atoms and positions in Å:
C (-1.29, 0.10, -0.11)  0.3992
C (1.14, -0.33, 0.38)  -0.0328
C (1.47, -1.13, -0.86)  -0.6406
C (1.58, 1.12, 0.31)  -0.6416
N (-0.53, -0.59, 0.78)  -0.6322
N (-2.77, -0.80, 0.30)  -0.8798
O (-1.55, 1.44, 0.16)  -0.7396
H (-1.04, 2.02, -0.42)  0.4777
H (-0.73, -0.30, 1.73)  0.3701
H (-1.06, -0.09, -1.16)  0.1577
H (1.55, -0.81, 1.26)  0.1986
H (-3.29, -0.92, -0.57)  0.3382
H (-3.33, -0.15, 0.85)  0.3399
H (1.14, -0.63, -1.77)  0.1972
H (1.22, 1.70, 1.16)  0.2239
H (2.56, -1.28, -0.93)  0.2194
H (1.01, -2.11, -0.81)  0.2346
H (1.25, 1.60, -0.62)  0.1898
H (2.68, 1.18, 0.32)  0.2203


| no. | Kohn-Sham gap (eV) |
| --- | --- |
| 1 | 9.56 |
| 2 | 9.24 |
| 3 | 9.58 |